No. 1
ORCA calculation (wB97M-V/def2-TZVPD) on 19 unconnected molecules or ions with the total composition C66H100N14O5S5.

Output
* total energy: -5708.1308 Eh
* LUMO energy: -0.2 eV
* frontier orbital gap: 7.5 eV

Geometry as ORCA input:
```
! wB97M-V def2-TZVPD RIJCOSX def2/J DEFGRID3
* xyz 0 1
C 13.40088 7.00966 22.28673
S 14.73362 5.97553 21.63243
O 14.47768 5.73641 20.13035
C 16.20199 7.13731 21.80752
H 13.79096 7.86367 22.84045
H 12.80700 6.55685 23.08068
H 12.68584 7.28904 21.51292
H 16.51978 7.13989 22.85017
H 16.03012 8.19090 21.58730
H 16.98233 6.72157 21.17008
C 10.89911 -3.23836 28.41533
S 9.77630 -4.43554 27.61341
O 10.55617 -4.99863 26.40074
C 9.60386 -5.65384 28.95240
H 11.23315 -2.46799 27.72030
H 11.85176 -3.74389 28.57340
H 10.35333 -2.87003 29.28398
H 10.63567 -5.92511 29.17574
H 8.88866 -6.42888 28.67689
H 9.19624 -5.04438 29.75893
C 5.24294 -2.31295 27.83958
S 6.44134 -1.33347 26.90617
O 6.13848 0.16224 27.05528
C 7.86668 -1.65362 28.05284
H 5.62521 -3.31701 28.02352
H 4.25343 -2.44669 27.40245
H 5.12596 -1.84433 28.81673
H 7.78562 -0.85536 28.79061
H 8.86926 -1.52191 27.64590
H 7.77141 -2.61333 28.56076
C 17.68283 -0.49478 29.60704
S 16.02895 0.22109 29.24260
O 16.13482 1.31897 28.21505
C 15.32226 -1.25688 28.48025
H 17.60541 -1.32895 30.30436
H 18.35809 0.25849 30.01289
H 18.14663 -0.94744 28.73064
H 15.56868 -1.19353 27.42036
H 14.25068 -1.36807 28.64596
H 15.93113 -2.06498 28.88566
C 13.84401 4.66575 14.73914
S 15.09928 5.01397 16.08539
O 16.22944 5.68197 15.31569
C 14.08722 6.32547 16.91532
H 13.80333 5.53527 14.08310
H 12.88349 4.43156 15.19812
H 14.06075 3.75392 14.18264
H 13.90369 7.16432 16.24394
H 14.73862 6.84598 17.61736
H 13.26574 5.93271 17.51450
N 12.28841 2.08183 24.51622
C 12.03556 0.87813 23.88547
C 11.97181 1.11801 22.54199
C 12.24387 2.48724 22.29524
C 12.48255 3.03743 23.54519
H 12.40999 2.35292 25.48153
H 11.89803 -0.07515 24.37408
H 11.66724 0.45866 21.74267
H 12.22901 2.96341 21.32598
H 12.74343 4.04683 23.82704
N 8.50883 -5.98973 21.74629
C 9.78375 -5.38594 21.84482
C 10.08066 -5.25281 23.17341
C 9.01976 -5.88730 23.92390
C 8.01958 -6.19273 22.95979
H 7.94890 -6.10006 20.91298
H 10.37001 -5.08636 20.98869
H 10.91984 -4.91835 23.76528
H 9.05338 -6.06449 24.98874
H 7.09400 -6.67940 23.22976
N 13.81084 3.40143 18.85853
C 12.56025 3.48453 18.39287
C 12.25287 2.27451 17.85522
C 13.30156 1.41628 17.96647
C 14.37701 2.10600 18.51058
H 14.28242 4.25707 19.11460
H 12.07625 4.44642 18.47606
H 11.26586 2.05644 17.47489
H 13.22192 0.40646 17.59186
H 15.42271 1.89949 18.68453
N 12.45361 -3.52151 25.32212
C 12.43003 -2.92930 24.06685
C 13.65400 -2.43985 23.79861
C 14.46221 -2.70012 24.90481
C 13.73484 -3.34010 25.82496
H 11.67643 -3.87737 25.86013
H 11.51000 -3.01844 23.50828
H 13.99135 -1.92890 22.90893
H 15.52342 -2.51538 24.82674
H 14.06717 -3.70138 26.78696
N 17.05302 3.75106 24.51074
C 16.75372 3.15859 25.73714
C 17.04772 4.13251 26.68740
C 17.38248 5.27431 26.10521
C 17.50370 5.01260 24.74457
H 17.01301 3.38731 23.56936
H 16.50054 2.12354 25.91309
H 16.97960 3.99953 27.75701
H 17.68741 6.22922 26.50715
H 17.83919 5.62144 23.91805
N 14.23020 8.35990 27.13710
C 13.39196 8.06985 26.07880
C 12.48751 9.10154 25.98800
C 12.67705 9.82624 27.19018
C 13.79332 9.41849 27.89705
H 15.11252 7.91457 27.34516
H 13.68185 7.24119 25.44976
H 11.80941 9.26247 25.16297
H 12.36219 10.80319 27.52606
H 14.42307 9.78400 28.69469
N 15.18005 0.70594 22.39778
C 15.85036 0.79540 23.53915
C 17.13365 0.34436 23.49498
C 17.37914 -0.08874 22.15850
C 16.15753 0.13415 21.51353
H 14.22512 0.99981 22.25008
H 15.35312 1.07146 24.45726
H 17.80244 0.27071 24.33978
H 18.35108 -0.40227 21.80718
H 16.00716 0.12937 20.44407
N 7.52169 7.12658 25.52520
C 7.99169 8.18528 26.24558
C 9.23392 8.48591 25.66362
C 9.61334 7.59309 24.69827
C 8.47680 6.81316 24.48553
H 6.65742 6.66519 25.77065
H 7.51992 8.61399 27.11739
H 9.84632 9.29807 26.02660
H 10.41468 7.65758 23.97710
H 8.25381 6.03825 23.76707
N 18.26184 4.39315 19.59153
C 19.49531 4.92932 20.06185
C 19.66444 4.26627 21.34527
C 18.63831 3.36550 21.52797
C 17.73777 3.60818 20.54539
H 17.86115 4.60938 18.68998
H 20.04394 5.64585 19.46856
H 20.37138 4.49982 22.12763
H 18.51997 2.62561 22.30575
H 16.76061 3.17974 20.37801
N 9.27764 -2.50261 20.90580
C 8.66258 -2.13326 19.73673
C 9.63864 -1.73364 18.86008
C 10.93096 -1.75792 19.55774
C 10.62315 -2.30584 20.79421
H 8.81272 -2.90258 21.70829
H 7.59748 -2.26968 19.62119
H 9.51840 -1.43241 17.82993
H 11.93507 -1.52186 19.23768
H 11.21021 -2.60033 21.65155
N 7.02087 0.23026 23.47891
C 6.46483 -1.02350 23.55644
C 7.50428 -1.99621 23.90728
C 8.68248 -1.22817 23.90130
C 8.36777 0.07545 23.58291
H 6.50526 1.07067 23.25992
H 5.40803 -1.22373 23.45898
H 7.38254 -2.99997 24.28679
H 9.62973 -1.63792 24.21942
H 9.05444 0.90460 23.49700
N 11.56180 3.11042 27.53902
C 12.13201 1.88725 27.39954
C 11.07697 0.99134 27.09520
C 9.91936 1.71718 27.06359
C 10.29962 3.00533 27.10567
H 12.09590 3.88977 27.89602
H 13.17710 1.65536 27.54245
H 11.01497 -0.08449 27.02351
H 8.92180 1.33880 26.89593
H 9.72033 3.91625 27.13792
N 14.29863 3.35628 29.49552
C 13.31521 3.13993 30.52427
C 12.49347 4.29263 30.57964
C 13.18867 5.20857 29.89194
C 14.19354 4.67628 29.17237
H 14.89714 2.69233 29.02536
H 13.16276 2.13321 30.88440
H 11.59654 4.39186 31.17300
H 12.83102 6.22271 29.79192
H 14.84476 5.08754 28.41528
N 9.63010 4.82276 20.46965
C 8.52735 5.47392 19.92817
C 8.88651 6.72534 19.61289
C 10.25349 6.93834 19.95033
C 10.70032 5.64234 20.30331
H 9.51319 3.89575 20.85314
H 7.54032 5.05288 19.80613
H 8.24288 7.41958 19.09311
H 10.93064 7.75886 19.76423
H 11.67298 5.25941 20.57482
*
```

***

No. 2
ORCA calculation (wB97M-V/def2-TZVPD) on a molecular structure, C56H62Cl3GeN6O2PS3SeTl.

Output
* total energy: -10217.2860 Eh
* LUMO energy: -1.9 eV
* frontier orbital gap: 7.6 eV

Geometry as ORCA input:
```
! wB97M-V def2-TZVPD RIJCOSX def2/J DEFGRID3
* xyz 1 1
Tl 0.45649 -1.45285 1.71260
C 6.04485 4.24769 -2.06465
C 6.38725 3.29013 -1.12325
C 5.40318 2.58918 -0.43870
C 4.05736 2.84832 -0.68422
C 3.72390 3.81157 -1.63837
C 4.70583 4.50881 -2.32125
P 2.65708 1.98218 0.14090
C 3.62353 0.91799 1.29787
C 3.80032 1.17758 2.65352
C 4.58355 0.33506 3.43487
C 5.18808 -0.77825 2.87588
C 4.98971 -1.06733 1.53214
C 4.21567 -0.22655 0.75169
C 2.12837 3.26590 1.34074
C 3.04201 4.25648 1.61999
C 2.92007 5.09574 2.73430
C 1.91065 4.87846 3.61386
C 0.89327 3.93622 3.34102
C -0.14791 3.81480 4.28364
C -1.18860 2.96967 4.05869
C -1.23142 2.25587 2.85988
C -0.24196 2.32655 1.90100
C 0.92870 3.13916 2.13695
H 6.81659 4.79179 -2.59234
H 7.42959 3.08689 -0.91412
H 5.69123 1.84954 0.29535
H 2.68071 4.03545 -1.82958
H 4.43168 5.25815 -3.05262
H 3.35324 2.05569 3.10185
H 4.73375 0.56048 4.48462
H 5.81419 -1.41888 3.48262
H 5.44061 -1.95029 1.09816
H 4.09420 -0.44588 -0.30434
H 3.91700 4.36645 0.99636
H 3.67475 5.84634 2.92691
H 1.85435 5.43335 4.54193
H -0.11475 4.43576 5.16989
H -2.00383 2.89552 4.76599
H -2.09814 1.63770 2.65797
C 1.41249 0.33394 7.32720
C 1.78163 -0.93516 6.65919
N 2.55282 -1.85226 7.12577
N 2.57030 -2.82341 6.16953
C 1.81157 -2.53858 5.09397
S 1.53496 -3.49720 3.76840
N 1.30930 -1.29573 5.40863
N 0.47338 -0.56614 4.58924
H 1.84002 0.34794 8.32566
H 0.32784 0.41783 7.40520
H 1.79468 1.19223 6.77122
H 3.08079 -3.67578 6.31731
H -0.50301 -0.68898 4.84016
H 0.71843 0.41767 4.60020
Cl -4.33204 -5.97185 -3.73302
C -4.74509 -4.68797 -2.65576
C -4.12585 -3.45666 -2.78105
C -4.45121 -2.44689 -1.89486
C -5.41292 -2.61521 -0.90522
C -5.79754 -1.41048 -0.07091
C -5.59918 -1.59004 1.44858
N -4.26124 -2.00782 1.80852
C -3.85896 -3.28457 2.11494
C -2.52745 -3.20396 2.40057
N -2.10499 -1.90491 2.26088
C -3.16933 -1.22163 1.89621
O -7.16282 -1.11414 -0.30817
C -7.46925 0.24914 -0.56441
C -6.71423 0.85098 -1.71971
C -6.59813 0.28433 -2.95706
Cl -7.29196 -1.18639 -3.48876
S -5.64074 1.23845 -4.03150
C -5.40285 2.42516 -2.81448
C -6.01564 2.09035 -1.65196
C -6.05463 -3.85399 -0.83196
Cl -7.34531 -4.16172 0.27810
C -5.70651 -4.89408 -1.68218
H -3.42051 -3.28582 -3.58192
H -3.96059 -1.48464 -1.99083
H -5.16507 -0.57820 -0.40018
H -6.30431 -2.33037 1.81046
H -5.81883 -0.63559 1.92965
H -4.54768 -4.11143 2.11651
H -1.84131 -3.97847 2.69962
H -3.19013 -0.16259 1.69742
H -7.29291 0.85424 0.33338
H -8.53950 0.25192 -0.77611
H -4.82898 3.30944 -3.03771
H -5.98867 2.70484 -0.76342
H -6.20057 -5.85116 -1.59573
C 0.27538 5.42478 -1.79988
C 0.02303 4.16366 -2.61929
C -1.37877 3.59651 -2.41382
C -1.49124 2.16575 -2.92506
Ge -0.36215 0.84824 -1.92819
C 1.40403 0.25274 -2.64274
C 1.34659 -0.47694 -3.98257
C 0.98468 0.39931 -5.18297
C 1.93828 1.57586 -5.38130
H 1.28842 5.79983 -1.95239
H 0.15007 5.21437 -0.73595
H -0.42056 6.21572 -2.08197
H 0.73528 3.38680 -2.31446
H 0.18810 4.37093 -3.68002
H -2.11659 4.23018 -2.91560
H -1.61835 3.61045 -1.34584
H -1.22467 2.11842 -3.98381
H -2.51486 1.80187 -2.82226
H -1.22079 -0.44899 -1.90643
H 1.79198 -0.43062 -1.88525
H 2.08180 1.10123 -2.70491
H 0.63374 -1.30407 -3.92186
H 2.34057 -0.90345 -4.15961
H -0.03707 0.77103 -5.06475
H 1.00160 -0.22724 -6.07772
H 1.84501 2.30340 -4.57311
H 1.72099 2.08389 -6.32055
H 2.97293 1.22891 -5.41562
C -0.53973 -4.60894 -2.18011
S 0.70211 -3.48102 -1.48333
O 0.33182 -3.38140 -0.03976
C 2.07632 -4.64351 -1.57814
C 2.19059 -5.67107 -0.65684
C 3.23018 -6.57832 -0.78538
C 4.14766 -6.44059 -1.81982
C 4.04097 -5.38959 -2.71890
C 2.99788 -4.48273 -2.60106
H -0.46019 -5.57471 -1.68712
H -0.37491 -4.70281 -3.25264
H -1.51224 -4.16905 -1.97367
H 1.47098 -5.74843 0.14945
H 3.32605 -7.39707 -0.08525
H 4.94884 -7.15888 -1.92961
H 4.76625 -5.28007 -3.51359
H 2.89354 -3.66497 -3.30456
Se -0.95697 1.27540 0.39079
*
```